19
Properties=species:S:1:pos:R:3:mulliken_charge:R:1 method="wB97M-V/def2-TZVPD" homo_lumo_gap_ha=0.3389 largest_force_ev_per_a=4.7 relative_energy_kcal_mol=218.8 total_energy_ha=-456.20552 lumo_energy_ev=0.60
C 1.724 1.265 -0.569 -0.885
C 0.686 0.056 -0.483 0.188
C -0.188 -0.323 -1.583 -0.619
C -1.178 -1.754 0.234 -0.300
C -0.945 -0.577 1.378 -0.739
H 2.597 1.129 0.182 0.317
H 1.214 2.457 -0.390 0.273
H 1.939 1.140 -1.907 0.245
H 1.322 -0.739 -0.249 0.160
H 0.264 -0.559 -2.523 0.371
H -0.709 0.649 -1.835 0.309
H -2.195 -2.353 0.431 0.250
H -0.210 -2.255 0.288 0.314
H 0.029 -1.041 2.078 0.159
H -1.713 0.495 2.051 0.489
N -0.219 0.412 0.632 0.642
N -0.191 1.575 1.242 -0.270
O -1.210 -1.328 -1.070 -0.395
O -1.015 1.752 2.094 -0.510


19
Properties=species:S:1:pos:R:3:mulliken_charge:R:1 method="wB97M-V/def2-TZVPD" homo_lumo_gap_ha=0.3092 largest_force_ev_per_a=5.3 relative_energy_kcal_mol=136.7 smiles="CC(C)=NN=O.CC=O" total_energy_ha=-456.33641 lumo_energy_ev=0.16
C -2.319 0.133 -0.437 0.193
C 1.113 -0.166 0.384 0.743
C -3.275 1.119 0.110 -1.106
C 1.177 0.638 1.695 -1.082
C 1.377 0.634 -0.870 -1.259
N 0.736 -1.377 0.326 0.195
N -0.166 -2.059 0.769 -0.087
O -1.571 0.304 -1.345 -0.475
O -0.242 -3.263 0.996 -0.545
H -2.167 -0.686 0.173 0.480
H -2.985 1.558 1.046 0.266
H -4.320 0.697 0.420 0.299
H -3.436 1.883 -0.615 0.348
H 0.350 1.383 1.540 0.213
H 2.122 1.151 1.571 0.343
H 1.082 0.206 2.644 0.400
H 2.404 1.039 -0.817 0.416
H 0.705 1.412 -1.117 0.326
H 1.289 -0.114 -1.634 0.332


19
Properties=species:S:1:pos:R:3:mulliken_charge:R:1 method="wB97M-V/def2-TZVPD" homo_lumo_gap_ha="0.2836 / 0.2836" largest_force_ev_per_a=2.7 relative_energy_kcal_mol=140.3 total_energy_ha=-456.33067 lumo_energy_ev="0.30 / 0.30"
C -0.099 -0.022 0.473 0.401
C -2.880 0.305 0.158 -0.726
C 0.491 -1.179 1.244 -1.518
C -0.141 -0.014 -0.903 0.550
C 1.701 0.993 -0.330 0.233
N 2.812 0.238 -0.500 -0.341
O -1.931 -0.661 0.476 -0.631
N -0.382 -0.174 -2.072 -0.487
O 1.649 2.195 -0.350 -0.565
H -0.342 0.912 0.964 0.388
H 2.786 -0.753 -0.333 0.228
H 3.719 0.689 -0.555 0.252
H 0.269 0.093 -2.805 0.310
H -3.781 0.187 0.780 0.264
H -2.524 1.341 0.333 0.266
H -3.199 0.256 -0.898 0.220
H 0.803 -1.990 0.585 0.317
H 1.342 -0.851 1.842 0.399
H -0.293 -1.568 1.891 0.440


19
Properties=species:S:1:pos:R:3:mulliken_charge:R:1 method="wB97M-V/def2-TZVPD" homo_lumo_gap_ha=0.3384 largest_force_ev_per_a=5.0 relative_energy_kcal_mol=58.7 smiles="C/N=C(/N)C(=O)[C@@H](C)O" total_energy_ha=-456.46061 lumo_energy_ev=0.48
C 0.904 -0.917 0.570 0.375
C -1.598 0.761 -1.562 -0.741
C 0.445 -2.264 0.048 -1.324
C -0.493 0.001 1.021 0.116
C -0.210 1.265 0.300 0.655
N 0.791 2.050 0.872 -0.460
O 1.845 -0.379 -0.298 -0.542
N -0.773 1.635 -0.776 -0.587
O -1.452 -0.531 1.486 -0.513
H 2.063 0.519 -0.001 0.394
H 1.333 -1.013 1.584 0.289
H 0.791 2.982 0.478 0.269
H 0.808 2.055 1.880 0.236
H -0.994 0.274 -2.331 0.249
H -2.105 -0.023 -0.980 0.273
H -2.364 1.368 -2.049 0.295
H -0.372 -2.650 0.655 0.366
H 0.111 -2.158 -0.982 0.298
H 1.269 -2.974 0.086 0.354


19
Properties=species:S:1:pos:R:3:mulliken_charge:R:1 method="wB97M-V/def2-TZVPD" homo_lumo_gap_ha=0.3292 largest_force_ev_per_a=1.7 relative_energy_kcal_mol=75.8 smiles="C=C(CN(C)O)C(N)=O" total_energy_ha=-456.43335 lumo_energy_ev=0.67
C -0.949 0.642 0.950 -0.969
C 1.554 -0.049 1.333 -0.766
N 0.483 0.929 1.352 -0.069
C 0.014 0.099 -1.304 0.351
C -1.077 -0.184 -0.285 0.998
N 0.605 -1.024 -1.813 -0.371
C -2.029 -1.093 -0.539 -1.099
O 0.971 2.171 0.789 -0.440
O 0.203 1.219 -1.757 -0.703
H 0.638 2.188 -0.135 0.386
H 0.504 -1.916 -1.348 0.234
H 1.273 -0.892 -2.560 0.249
H -1.416 0.117 1.791 0.402
H -1.454 1.606 0.813 0.291
H 1.180 -1.058 1.532 0.338
H 2.097 -0.037 0.382 0.238
H 2.290 0.198 2.104 0.290
H -2.094 -1.594 -1.501 0.316
H -2.795 -1.322 0.196 0.323


22
Properties=species:S:1:pos:R:3:mulliken_charge:R:1 method="wB97M-V/def2-TZVPD" homo_lumo_gap_ha=0.2704 largest_force_ev_per_a=2.1 relative_energy_kcal_mol=7.9 total_energy_ha=-1650.94250 lumo_energy_ev=0.44
C -1.260 1.866 -3.112 -0.841
C -1.047 -0.602 -2.855 -0.092
C 0.222 0.863 4.266 0.021
C 1.599 0.657 3.672 -0.476
C 1.143 -1.018 0.570 -0.089
H -1.880 1.778 -2.220 0.304
H -0.345 2.417 -2.879 0.304
H -1.811 2.389 -3.900 0.257
H -0.665 0.475 -5.424 0.340
H -0.556 -1.428 -3.374 0.404
H -0.160 1.904 4.206 0.342
H 2.328 1.278 4.210 0.329
H 1.891 -0.395 3.751 0.288
H -0.306 0.304 1.081 0.268
H 2.223 -1.145 0.693 0.314
N -0.924 0.532 -3.554 0.148
N 0.682 0.104 1.177 -0.194
O -0.077 0.493 -4.653 -0.425
O -0.431 -0.025 4.751 -0.445
S -1.829 -0.808 -1.425 -0.411
S 1.679 1.237 1.958 -0.048
S 0.219 -2.077 -0.254 -0.297


21
Properties=species:S:1:pos:R:3:mulliken_charge:R:1 method="wB97M-V/def2-TZVPD" homo_lumo_gap_ha=0.3840 largest_force_ev_per_a=5.1 relative_energy_kcal_mol=84.1 total_energy_ha=-929.85984 lumo_energy_ev=0.53
C 1.197 -1.266 -0.405 -0.644
C 1.496 -0.017 -0.736 -0.188
C -0.690 -0.143 -0.261 -0.045
C -0.860 -2.541 0.045 -0.912
C -0.029 2.020 -1.081 -1.011
N -0.138 -1.346 -0.092 0.392
N 0.342 0.704 -0.629 0.238
O -2.786 -0.301 1.040 -0.599
O -2.659 1.688 -0.277 -0.673
O -2.814 -0.545 -1.404 -0.596
S -2.515 0.276 -0.243 1.127
H 1.842 -2.103 -0.607 0.406
H 2.380 0.531 -1.161 0.394
H 0.700 0.113 2.415 -0.188
H -0.604 -3.362 -0.707 0.308
H -0.755 -2.925 1.116 0.309
H -1.958 -2.280 -0.051 0.343
H -0.195 2.021 -2.170 0.352
H -0.934 2.253 -0.679 0.513
H 0.851 2.730 -0.851 0.286
H 0.590 0.781 2.714 0.188


18
Properties=species:S:1:pos:R:3:mulliken_charge:R:1 method="wB97M-V/def2-TZVPD" homo_lumo_gap_ha=0.3391 largest_force_ev_per_a=7.0 relative_energy_kcal_mol=62.1 smiles=N[C@@H]1[C@@H]2CS[C@H]1CN2 total_energy_ha=-704.12488 lumo_energy_ev=0.83
C 0.530 1.107 0.437 -0.771
C 1.009 -0.463 0.759 -0.073
C 0.894 -1.030 -0.654 -0.877
C -0.998 0.549 0.122 -0.001
C -1.203 -0.386 1.359 -0.663
H 0.524 1.595 -1.598 0.303
H 1.113 2.845 -0.332 0.300
H 0.605 1.780 1.284 0.543
H 2.090 -0.354 0.967 0.352
H 0.952 -2.089 -0.471 0.467
H 1.656 -0.538 -1.364 0.384
H -1.911 1.226 0.053 0.347
H -1.936 -1.192 1.433 0.389
H -1.424 0.301 2.276 0.210
H 0.124 -1.987 1.291 0.303
N 1.139 1.741 -0.704 -0.589
N 0.069 -1.060 1.540 -0.386
S -0.728 -0.314 -1.345 -0.239